(1)
Formula: C2H2N2OS
Source: OMol25
Level of theory: wB97M-V/def2-TZVPD

Last column: natural (NBO) charge in e.
CARTESIAN COORDINATES (ANGSTROEM)
S1 0.720 1.373 2.291  -0.062
C1 0.284 0.602 0.911  0.280
N1 0.638 -0.420 -0.029  -0.589
C2 -0.411 -0.565 -1.006  0.144
N2 -1.164 0.431 -0.891  -0.111
O1 -0.810 1.181 0.145  -0.309
H1 1.337 -0.994 0.108  0.404
H2 -0.593 -1.607 -1.529  0.243

Calculated values
SMILES	S=c1[nH]cno1
energy	-17966.682	eV
relative energy (zero: lowest compared OMol25 entry of this formula, charge and spin)	221.3	kJ/mol
total charge	0
HOMO-LUMO gap	9.64	eV
highest occupied orbital energy	-9.13	eV

(2)
Formula: C2H2N2OS2
Source: OMol25
Level of theory: wB97M-V/def2-TZVPD

Last column: natural (NBO) charge in e.
CARTESIAN COORDINATES (ANGSTROEM)
S1 2.423 -0.850 1.288  -0.174
C1 1.035 -0.574 0.485  0.346
N1 0.720 0.700 0.012  -0.449
N2 -0.614 0.711 -0.396  -0.433
C2 -1.205 -0.465 -0.432  0.249
S2 -2.596 -1.122 -0.752  0.089
O1 0.114 -1.429 0.204  -0.487
H1 1.070 1.514 0.500  0.423
H2 -0.947 1.515 -0.908  0.437

Calculated values
SMILES	S=c1[nH][nH]c(=S)o1
energy	-28802.577	eV
relative energy (zero: lowest compared OMol25 entry of this formula, charge and spin)	101.0	kJ/mol
total charge	0
HOMO-LUMO gap	8.74	eV
highest occupied orbital energy	-8.71	eV

(3)
Formula: C2H2N2P2
Source: OMol25
Level of theory: wB97M-V/def2-TZVPD

Last column: natural (NBO) charge in e.
CARTESIAN COORDINATES (ANGSTROEM)
N1 0.391 3.551 -0.163  -0.260
C1 0.154 2.467 0.115  -0.085
P1 -0.225 0.816 0.631  0.329
P2 1.321 -0.153 -0.638  0.309
C2 2.975 -0.095 0.064  -0.061
N2 4.107 -0.125 0.232  -0.260
H1 -1.194 0.638 -0.360  0.020
H2 1.043 -1.419 -0.101  0.008

Calculated values
SMILES	N#C[PH]#[PH]C#N
energy	-23662.385	eV
relative energy (zero: lowest compared OMol25 entry of this formula, charge and spin)	16.5	kJ/mol
total charge	0
HOMO-LUMO gap	9.71	eV
highest occupied orbital energy	-10.03	eV

(4)
Formula: C2H2N3O2S3
Source: OMol25
Level of theory: wB97M-V/def2-TZVPD

Last column: natural (NBO) charge in e.
CARTESIAN COORDINATES (ANGSTROEM)
C1 0.982 1.021 -0.326  0.726
C2 -0.249 -1.463 0.338  0.829
N1 0.023 1.558 0.136  -0.750
N2 -1.004 -0.790 -0.584  -0.961
N3 2.098 0.722 -0.685  -0.762
O1 0.816 -2.191 -0.252  -0.740
O2 -0.178 -1.499 1.568  -0.676
S1 -2.054 2.656 1.638  -0.544
S2 -1.525 1.966 -0.113  0.695
S3 -2.353 -0.043 -0.049  0.294
H1 0.743 -1.892 -1.205  0.472
H2 2.699 -0.046 -0.466  0.419

Calculated values
energy	-43177.579	eV
relative energy (zero: lowest compared OMol25 entry of this formula, charge and spin)	0.0	kJ/mol
total charge	-1
HOMO-LUMO gap	7.48	eV
highest occupied orbital energy	-4.10	eV

(5)
Formula: C2H2N3OS
Source: OMol25
Level of theory: wB97M-V/def2-TZVPD

Last column: natural (NBO) charge in e.
CARTESIAN COORDINATES (ANGSTROEM)
O1 -2.145 -2.726 -1.261  -0.784
S1 -0.827 -3.195 -0.995  1.514
C1 0.062 -1.568 -1.456  0.232
N1 0.132 -0.546 -0.734  -0.569
C2 -0.162 -0.497 0.689  0.113
N2 -0.381 -1.641 1.168  0.003
N3 -0.360 -2.714 0.613  -0.277
H1 0.393 0.366 -1.122  0.495
H2 -0.179 0.432 1.221  0.273

Calculated values
SMILES	O=S1#C[NH+]=CN=N1
energy	-19445.461	eV
relative energy (zero: lowest compared OMol25 entry of this formula, charge and spin)	277.9	kJ/mol
total charge	+1
HOMO-LUMO gap (spin up / spin down)	7.83 / 7.93	eV
highest occupied orbital energy (spin up / spin down)	-15.48 / -15.43	eV

(6)
Formula: C2H2N3S2
Source: OMol25
Level of theory: wB97M-V/def2-TZVPD

Last column: natural (NBO) charge in e.
CARTESIAN COORDINATES (ANGSTROEM)
C1 -0.950 0.664 -0.394  0.420
C2 -1.673 1.533 -1.073  -0.494
N1 0.847 -0.562 0.689  -0.527
N2 2.358 -2.459 1.301  -0.567
N3 -0.063 0.078 0.155  0.000
S1 -1.206 2.959 -1.819  0.357
S2 0.691 -1.992 1.336  1.146
H1 -2.801 1.390 -1.047  0.289
H2 2.797 -1.612 0.852  0.375

Calculated values
energy	-28233.124	eV
relative energy (zero: lowest compared OMol25 entry of this formula, charge and spin)	332.8	kJ/mol
total charge	+1
HOMO-LUMO gap (spin up / spin down)	6.16 / 6.15	eV
highest occupied orbital energy (spin up / spin down)	-13.85 / -13.84	eV

(7)
Formula: C2H2N3S2
Source: OMol25
Level of theory: wB97M-V/def2-TZVPD

Last column: natural (NBO) charge in e.
CARTESIAN COORDINATES (ANGSTROEM)
C1 -1.299 0.374 -0.011  0.464
C2 -2.616 0.657 -0.041  -0.483
N1 1.024 -0.228 0.044  -0.445
N2 3.961 -0.939 -0.016  -0.398
N3 -0.140 0.149 -0.004  -0.024
S1 -3.796 -0.516 0.046  0.396
S2 2.365 0.604 0.040  0.901
H1 -2.912 1.699 -0.119  0.280
H2 3.414 -1.799 0.062  0.309

Calculated values
energy	-28230.439	eV
relative energy (zero: lowest compared OMol25 entry of this formula, charge and spin)	591.9	kJ/mol
total charge	+1
HOMO-LUMO gap (spin up / spin down)	5.26 / 5.27	eV
highest occupied orbital energy (spin up / spin down)	-13.53 / -13.53	eV

(8)
Formula: C2H2N4
Source: OMol25
Level of theory: wB97M-V/def2-TZVPD

Last column: natural (NBO) charge in e.
CARTESIAN COORDINATES (ANGSTROEM)
C1 -0.630 0.633 0.341  -0.009
C2 -0.412 -0.095 -0.702  -0.015
N1 0.544 -0.915 -0.938  -0.182
N2 1.527 -0.837 0.043  -0.020
N3 1.397 -0.088 1.033  -0.023
N4 0.181 0.559 1.297  -0.179
H1 -1.682 0.948 0.484  0.214
H2 -0.925 -0.204 -1.559  0.215

Calculated values
SMILES	c1cnnnn1
energy	-8062.279	eV
relative energy (zero: lowest compared OMol25 entry of this formula, charge and spin)	371.7	kJ/mol
total charge	0
HOMO-LUMO gap	9.64	eV
highest occupied orbital energy	-10.38	eV